--- i ---
{"formula": "C5H6N2O", "method": "ωB97M-V/def2-TZVPD", "species": ["C", "C", "C", "C", "C", "H", "H", "H", "H", "H", "H", "N", "N", "O"], "positions_angstrom": [[-1.520, 2.079, 1.100], [-0.588, 0.824, 0.687], [-0.629, 0.019, -0.544], [1.405, -0.635, 0.060], [0.568, -0.623, -1.207], [-2.770, 2.198, 0.785], [-1.143, 2.027, 2.309], [-0.910, 3.142, 0.494], [0.441, 1.035, 0.813], [-1.583, 0.008, -1.189], [2.539, -0.621, 0.078], [-0.798, -0.603, 0.888], [0.711, -0.956, 1.137], [1.078, -0.858, -2.255]], "spin_multiplicity": 1, "gap_ev": 9.61, "charge": 0}

---

--- ii ---
{"formula": "C5H6N2O", "method": "ωB97M-V/def2-TZVPD", "species": ["C", "C", "C", "C", "C", "H", "H", "H", "H", "H", "H", "N", "N", "O"], "positions_angstrom": [[-1.468, 1.240, -1.660], [-1.824, 0.021, -1.049], [-0.723, -0.259, -0.206], [1.333, 0.193, 0.771], [0.652, -1.141, 1.130], [-2.661, -0.785, -0.935], [0.783, 1.199, -1.409], [1.300, 0.872, 1.652], [2.369, 0.299, 0.704], [0.551, -1.245, 2.223], [1.289, -1.758, 0.651], [-1.212, 2.191, -2.206], [0.313, 0.468, -0.203], [-0.702, -1.295, 0.536]], "spin_multiplicity": 1, "gap_ev": 7.79, "charge": 0}

---

--- iii ---
{"formula": "C5H6N2O", "method": "ωB97M-V/def2-TZVPD", "species": ["H", "N", "C", "C", "C", "N", "C", "C", "O", "H", "H", "H", "H", "H"], "positions_angstrom": [[0.655, 3.200, -0.522], [0.564, 2.356, 0.048], [0.977, 1.294, -0.448], [0.603, 0.076, 0.323], [1.465, -1.079, 0.205], [2.181, -1.958, 0.237], [-0.777, -0.505, 0.014], [-1.729, -0.885, 0.868], [-0.833, -0.582, -1.460], [1.557, 1.248, -1.447], [0.764, 0.483, 1.323], [-2.642, -1.445, 0.573], [-1.460, -0.795, 1.878], [-1.325, -1.408, -1.592]], "spin_multiplicity": 1, "gap_ev": 10.74, "charge": 0, "smiles": "[H]/N=C/[C@H](C#N)C(=C)O"}

---

Stability check: which of them is most stable? iii.

---

--- i ---
{"formula": "C5H6N2O", "method": "ωB97M-V/def2-TZVPD", "species": ["N", "C", "C", "C", "C", "C", "N", "O", "H", "H", "H", "H", "H", "H"], "positions_angstrom": [[-2.352, 1.230, 0.206], [-2.037, 0.209, -0.217], [-1.421, -1.070, -0.559], [-0.314, -1.422, 0.123], [0.587, -0.636, 0.993], [1.381, 0.221, 0.036], [1.050, 1.560, -0.041], [2.364, -0.227, -0.565], [-2.071, -1.702, -1.242], [0.186, -2.305, -0.283], [1.267, -1.368, 1.541], [0.142, -0.066, 1.850], [0.153, 2.015, 0.256], [1.353, 1.902, -1.016]], "spin_multiplicity": 1, "gap_ev": 10.10, "charge": 0, "smiles": "N#C/C=C\\CC(N)=O"}

---

--- ii ---
{"formula": "C5H6N2O", "method": "ωB97M-V/def2-TZVPD", "species": ["C", "C", "C", "C", "C", "H", "H", "H", "H", "H", "H", "N", "N", "O"], "positions_angstrom": [[-0.484, 1.013, 2.282], [-0.744, 1.192, 0.993], [0.033, 0.739, -0.249], [-0.659, -0.823, -1.652], [0.805, -0.418, -0.114], [0.339, 0.408, 2.609], [-1.485, 1.164, 2.933], [-1.834, 1.452, 0.277], [0.781, 1.641, -0.458], [-1.365, -1.235, -2.551], [0.365, -2.654, -0.263], [-0.909, 0.366, -1.260], [0.548, -1.303, -1.135], [1.502, -0.555, 0.832]], "spin_multiplicity": 1, "gap_ev": 8.57, "charge": 0}

---

Stability check: which of them is most stable? i.

---

--- i ---
{"formula": "C6H13P", "method": "ωB97M-V/def2-TZVPD", "species": ["C", "C", "C", "C", "C", "C", "P", "H", "H", "H", "H", "H", "H", "H", "H", "H", "H", "H", "H", "H"], "positions_angstrom": [[0.620, -0.258, -1.487], [-0.734, -1.919, -1.311], [0.707, -1.788, -1.395], [1.211, 2.004, 0.258], [-1.563, 1.154, 0.186], [0.324, -0.363, 1.830], [0.212, 0.530, 0.100], [-1.392, -1.648, -0.485], [-1.193, -1.870, -2.282], [1.304, -2.182, -2.356], [1.284, -2.300, -0.539], [0.775, 2.625, 1.151], [2.195, 1.705, 0.301], [0.877, 2.545, -0.601], [-1.972, 0.551, -0.652], [-1.922, 0.775, 1.072], [-1.703, 2.191, -0.140], [-0.133, 0.339, 2.461], [-0.245, -1.367, 1.929], [1.348, -0.724, 1.960]], "spin_multiplicity": 1, "gap_ev": 7.96, "charge": 0}

---

--- ii ---
{"formula": "C6H13P", "method": "ωB97M-V/def2-TZVPD", "species": ["C", "C", "C", "C", "C", "C", "P", "H", "H", "H", "H", "H", "H", "H", "H", "H", "H", "H", "H", "H"], "positions_angstrom": [[-1.115, -0.960, 0.027], [0.112, -0.245, 0.504], [-1.598, -0.950, -1.410], [0.857, -0.982, 1.663], [1.124, 1.942, -0.179], [0.921, 0.442, -0.553], [-1.557, 0.523, 1.005], [-1.171, -2.245, 0.723], [-1.610, 0.122, -1.553], [-2.547, -1.467, -1.430], [-0.830, -1.415, -2.083], [0.221, -1.031, 2.555], [1.786, -0.477, 1.876], [1.121, -1.947, 1.411], [0.177, 2.330, 0.046], [1.610, 2.511, -0.881], [1.689, 2.079, 0.769], [1.839, -0.005, -0.779], [0.502, 0.464, -1.578], [-1.533, 1.313, -0.131]], "spin_multiplicity": 1, "gap_ev": 10.11, "charge": 0}

---

Stability check: which of them is most stable? ii.

---

--- i ---
{"formula": "C11H14F6MoN2O4SSb", "method": "ωB97M-V/def2-TZVPD", "species": ["Mo", "N", "C", "C", "O", "N", "C", "C", "O", "O", "H", "H", "H", "H", "H", "H", "C", "S", "O", "C", "C", "C", "C", "C", "C", "H", "H", "H", "H", "H", "H", "H", "H", "F", "Sb", "F", "F", "F", "F", "F"], "positions_angstrom": [[1.405, 0.814, 0.187], [0.868, 2.410, 1.679], [0.164, 3.561, 1.052], [0.601, 3.682, -0.388], [0.548, 4.568, -1.132], [1.275, 2.333, -0.871], [2.400, 2.545, -1.753], [3.672, 2.171, -0.940], [4.785, 2.365, -1.083], [3.152, 1.235, 0.240], [0.307, 2.074, 2.464], [1.742, 2.740, 2.101], [0.379, 4.504, 1.559], [-0.916, 3.403, 1.076], [2.478, 3.568, -2.128], [2.390, 1.827, -2.583], [-1.054, -2.127, 1.952], [-1.664, -0.614, 1.230], [-0.374, 0.112, 0.644], [-2.624, -1.192, -0.161], [-3.954, -0.794, -0.170], [-4.850, -1.306, -1.195], [-4.376, -2.114, -2.217], [-3.053, -2.508, -2.199], [-2.153, -2.028, -1.171], [-0.575, -2.755, 1.205], [-1.940, -2.608, 2.380], [-0.380, -1.838, 2.759], [-4.351, -0.104, 0.569], [-5.903, -1.050, -1.116], [-5.040, -2.477, -2.994], [-2.663, -3.203, -2.934], [-1.111, -2.324, -1.235], [1.520, -0.184, -1.340], [3.364, -2.610, 1.088], [1.761, -3.220, 0.390], [2.086, -0.864, 1.188], [3.268, -2.590, 2.906], [4.473, -1.343, 0.369], [4.339, -4.057, 0.573]], "spin_multiplicity": 2, "s2": 0.7713, "gap_ev": [7.37, 6.86], "charge": 4}

---

--- ii ---
{"formula": "C11H14F6MoN2O4SSb", "method": "ωB97M-V/def2-TZVPD", "species": ["Mo", "N", "C", "C", "O", "N", "C", "C", "O", "O", "H", "H", "H", "H", "H", "H", "C", "S", "O", "C", "C", "C", "C", "C", "C", "H", "H", "H", "H", "H", "H", "H", "H", "F", "Sb", "F", "F", "F", "F", "F"], "positions_angstrom": [[-0.438, -0.325, 0.037], [0.170, -0.039, -2.220], [-0.333, 1.229, -2.802], [-1.155, 1.975, -1.791], [-1.885, 2.874, -1.969], [-0.894, 1.446, -0.435], [-1.136, 2.419, 0.651], [-0.588, 1.823, 1.937], [-0.548, 2.214, 3.018], [-0.065, 0.502, 1.527], [1.161, -0.122, -2.442], [-0.299, -0.814, -2.693], [-0.941, 1.068, -3.695], [0.482, 1.893, -3.099], [-2.205, 2.628, 0.783], [-0.672, 3.394, 0.467], [1.688, -2.714, 2.298], [1.788, -2.811, 0.522], [1.118, -1.406, 0.083], [3.564, -2.696, 0.302], [4.153, -3.729, -0.439], [5.584, -3.887, -0.489], [6.410, -2.932, 0.073], [5.814, -1.900, 0.794], [4.379, -1.725, 0.856], [2.279, -1.891, 2.698], [2.059, -3.667, 2.692], [0.640, -2.617, 2.580], [3.544, -4.393, -1.049], [6.021, -4.759, -0.967], [7.486, -3.032, 0.008], [6.440, -1.284, 1.434], [3.973, -0.842, 1.338], [-1.441, -1.522, -0.908], [-3.267, -2.150, 1.132], [-4.581, -1.302, 0.222], [-2.446, -0.233, 0.833], [-3.476, -2.744, 2.819], [-1.324, -2.140, 1.468], [-2.988, -3.461, -0.095]], "spin_multiplicity": 2, "s2": 0.7708, "gap_ev": [7.31, 6.47], "charge": 4}

---

Stability check: which of them is most stable? i.

---

--- i ---
{"formula": "C2H6N2S2", "method": "ωB97M-V/def2-TZVPD", "species": ["C", "C", "H", "H", "H", "H", "H", "H", "N", "N", "S", "S"], "positions_angstrom": [[1.444, -0.083, -0.346], [-0.203, -0.013, -0.022], [3.185, 1.579, 0.785], [1.660, -1.370, -0.291], [1.656, 0.307, -1.404], [0.272, 0.079, 1.863], [-0.664, 0.893, -1.924], [-2.623, 0.090, 1.003], [-0.596, -0.011, 1.241], [-0.927, 0.073, -1.086], [2.590, 0.125, 1.027], [-2.607, -0.215, -0.959]], "spin_multiplicity": 1, "gap_ev": 8.43, "charge": 0}

---

--- ii ---
{"formula": "C2H6N2S2", "method": "ωB97M-V/def2-TZVPD", "species": ["C", "S", "N", "C", "N", "S", "H", "H", "H", "H", "H", "H"], "positions_angstrom": [[-1.181, -1.581, -1.630], [-1.314, -1.132, 0.110], [-0.114, 0.074, 0.160], [-0.016, 0.758, 1.213], [0.964, 1.713, 1.348], [2.100, 1.939, 0.140], [-0.214, -2.007, -1.796], [-1.486, -0.773, -2.310], [-1.923, -2.389, -1.718], [-0.613, 0.680, 2.137], [1.234, 2.038, 2.264], [2.565, 0.681, 0.081]], "spin_multiplicity": 1, "gap_ev": 8.65, "charge": 0, "smiles": "CS/N=C/NS"}

---

Stability check: which of them is most stable? ii.

---

--- i ---
{"formula": "C5H8O2", "method": "ωB97M-V/def2-TZVPD", "species": ["C", "C", "C", "O", "C", "C", "O", "H", "H", "H", "H", "H", "H", "H", "H"], "positions_angstrom": [[-0.807, -0.061, -1.515], [-0.346, -0.046, -0.106], [-0.070, -1.311, 0.746], [-0.184, -0.540, 1.968], [-0.407, 0.606, 1.195], [0.740, 1.141, 0.396], [1.847, 0.631, -0.287], [-1.711, -0.662, -1.655], [-0.975, 0.965, -1.842], [-0.016, -0.485, -2.159], [0.875, -1.869, 0.692], [-0.901, -2.041, 0.685], [-1.163, 1.346, 1.440], [0.673, 2.234, 0.228], [2.444, 0.090, 0.214]], "spin_multiplicity": 1, "gap_ev": 8.57, "charge": 0}

---

--- ii ---
{"formula": "C5H8O2", "method": "ωB97M-V/def2-TZVPD", "species": ["C", "C", "O", "C", "C", "C", "O", "H", "H", "H", "H", "H", "H", "H", "H"], "positions_angstrom": [[-1.809, -0.433, -0.098], [-0.457, 0.245, -0.121], [-0.698, 1.627, -0.303], [0.543, -0.092, 1.006], [1.736, -0.032, 0.033], [0.678, -0.305, -1.051], [0.691, -0.911, -2.086], [-2.482, 0.116, 0.572], [-2.247, -0.442, -1.098], [-1.725, -1.463, 0.261], [0.140, 2.108, -0.332], [0.539, 0.526, 1.907], [0.369, -1.152, 1.209], [2.184, 0.964, -0.079], [2.540, -0.756, 0.181]], "spin_multiplicity": 1, "gap_ev": 10.14, "charge": 0, "smiles": "C[C@@]1(O)CCC1=O"}

---

--- iii ---
{"formula": "C5H8O2", "method": "ωB97M-V/def2-TZVPD", "species": ["C", "C", "O", "C", "C", "C", "O", "H", "H", "H", "H", "H", "H", "H", "H"], "positions_angstrom": [[-0.292, 1.033, -1.352], [0.295, 0.439, -0.082], [1.397, 1.182, 0.402], [-0.706, 0.081, 1.046], [-0.379, -1.433, 0.908], [0.657, -1.056, -0.148], [1.523, -1.636, -0.747], [-0.587, 2.074, -1.182], [0.451, 1.008, -2.156], [-1.173, 0.472, -1.685], [2.156, 0.927, -0.143], [-0.387, 0.501, 1.999], [-1.742, 0.369, 0.848], [0.049, -1.908, 1.796], [-1.185, -2.064, 0.521]], "spin_multiplicity": 1, "gap_ev": 10.35, "charge": 0, "smiles": "C[C@@]1(O)CCC1=O"}

---

--- iv ---
{"formula": "C5H8O2", "method": "ωB97M-V/def2-TZVPD", "species": ["O", "C", "C", "C", "C", "O", "C", "H", "H", "H", "H", "H", "H", "H", "H"], "positions_angstrom": [[-2.103, 0.909, 0.837], [-1.230, -0.192, 0.785], [0.248, 0.126, 1.145], [0.584, 0.007, -0.339], [1.859, -0.067, -1.040], [1.065, 1.118, -1.071], [-0.781, -0.604, -0.645], [-1.708, 1.627, 0.324], [-1.706, -0.977, 1.377], [0.416, 1.110, 1.594], [0.725, -0.643, 1.761], [2.791, 0.013, -0.480], [1.926, -0.606, -1.985], [-1.336, -0.132, -1.462], [-0.750, -1.687, -0.802]], "spin_multiplicity": 1, "gap_ev": 11.12, "charge": 0, "smiles": "O[C@H]1C[C@]2(CO2)C1"}

---

Stability check: which of them is most stable? iii.